# 1
Here is C2H5NO2P as an isolated structure from OMol25. Energies are from ωB97M-V/def2-TZVPD.

The value obtained for the LUMO energy (spin up / spin down) is 4.433 / 4.433 eV. As for the charge: -1. As for the frontier orbital gap (spin up / spin down): 6.3 / 6.3 eV. Its energy above the lowest of the compared OMol25 structures with the same formula, charge and spin is 639.34 kJ/mol. Its HOMO energy (spin up / spin down) is -0.0698 / -0.0698 Ha.

Atoms and positions in Å:
C 0.128 0.997 -0.520
C 0.020 -0.337 0.064
N 2.246 0.127 0.435
O 3.457 0.430 0.372
O 1.462 1.386 -0.475
P 1.485 -1.247 -0.509
H -0.025 0.897 -1.650
H -0.534 1.795 -0.018
H -0.020 -0.641 1.189
H -0.956 -0.686 -0.280
H 1.536 -2.033 0.621

# 2
Here is C23H41INdP2 as an isolated structure from OMol25. Energies are from ωB97M-V/def2-TZVPD.

The value obtained for the LUMO energy (spin up / spin down) is -3.881 / -3.753 eV. As for the expectation value of S²: 3.764. As for the charge: +1. As for the frontier orbital gap (spin up / spin down): 7.1 / 7.4 eV. Its energy above the lowest of the compared OMol25 structures with the same formula, charge and spin is 0.00 kJ/mol. The spin multiplicity is 4. Its HOMO energy (spin up / spin down) is -0.4029 / -0.4100 Ha.

Atoms and positions in Å:
Nd 0.010 -0.043 2.358
C -0.930 -1.798 3.300
C 0.394 -2.134 2.815
C 0.617 -0.470 4.437
C -0.804 -0.765 4.278
C 1.343 -1.325 3.554
C -2.201 -2.482 2.897
H -2.123 -2.907 1.892
H -3.047 -1.790 2.910
H -2.431 -3.306 3.586
C -1.904 -0.114 5.058
H -2.879 -0.311 4.604
H -1.762 0.971 5.087
H -1.929 -0.487 6.091
C 1.179 0.527 5.401
H 1.305 0.083 6.398
H 0.513 1.391 5.491
H 2.155 0.890 5.069
C 2.835 -1.435 3.459
H 3.221 -2.116 4.229
H 3.315 -0.462 3.601
H 3.143 -1.830 2.487
C 0.732 -3.268 1.894
H 0.950 -4.188 2.455
H 1.611 -3.035 1.285
H -0.097 -3.485 1.213
C -1.799 1.484 -4.518
C -1.863 0.147 -4.533
C -1.028 -0.857 -5.284
C 0.324 -0.372 -5.852
C 1.262 0.145 -4.788
C 1.321 1.366 -4.243
C 0.494 2.594 -4.519
C -0.848 2.395 -5.256
H -1.628 -1.277 -6.107
H 0.157 0.372 -6.633
H -0.836 -1.700 -4.606
H -0.668 2.045 -6.274
H -2.507 1.995 -3.865
H -2.633 -0.308 -3.909
H -1.319 3.380 -5.354
H 0.291 3.079 -3.554
H 2.081 1.516 -3.475
H 1.105 3.317 -5.084
H 0.799 -1.228 -6.347
H 1.962 -0.595 -4.398
P -1.198 0.256 0.451
C -2.822 1.116 0.417
C -1.482 -1.118 -0.742
P 1.376 0.790 0.739
C 0.025 1.364 -0.400
C 2.423 -0.308 -0.306
C 2.498 2.220 1.010
H -2.797 1.890 1.188
H -3.609 0.397 0.663
H -3.029 1.558 -0.564
H -1.627 -0.741 -1.760
H -2.374 -1.676 -0.442
H -0.629 -1.802 -0.725
H 2.771 2.710 0.069
H 3.406 1.868 1.511
H 1.980 2.920 1.670
H -0.219 2.398 -0.133
H 0.165 1.271 -1.482
H 3.379 -0.480 0.199
H 2.616 0.138 -1.288
H 1.927 -1.274 -0.435
I -0.658 2.892 3.112

# 3
Here is C22H16IrN6O2Te4 as an isolated structure from OMol25. Energies are from ωB97M-V/def2-TZVPD.

The value obtained for the LUMO energy (spin up / spin down) is -4.727 / -4.734 eV. As for the charge: +1. As for the frontier orbital gap (spin up / spin down): 4.0 / 3.9 eV. Its HOMO energy (spin up / spin down) is -0.3192 / -0.3183 Ha.

Atoms and positions in Å:
Ir -0.016 -0.131 0.221
N 1.543 -3.106 0.414
C 0.807 -2.903 1.558
C 0.951 -3.886 2.552
C 0.244 -3.781 3.725
C -0.625 -2.705 3.870
C -0.715 -1.789 2.850
N -0.007 -1.854 1.710
C 1.897 -2.357 -0.681
C 2.844 -2.955 -1.531
C 3.306 -2.287 -2.638
C 2.815 -1.006 -2.877
C 1.877 -0.495 -2.015
N 1.385 -1.143 -0.940
H 2.026 -3.997 0.432
H 1.625 -4.713 2.390
H 0.360 -4.516 4.505
H -1.216 -2.581 4.761
H -1.406 -0.968 2.944
H 3.207 -3.945 -1.297
H 4.023 -2.746 -3.298
H 3.131 -0.418 -3.722
H 1.495 0.497 -2.211
Te -1.361 0.848 -1.831
Te 0.328 2.857 -4.114
Te -0.949 4.723 -2.717
Te -2.139 3.203 -0.819
O -0.015 3.480 6.697
N -0.753 2.835 5.969
O -1.857 2.429 6.310
C -0.280 2.527 4.667
C 1.066 2.785 4.409
C 1.654 2.442 3.199
C 3.021 2.668 2.876
C 3.500 2.278 1.659
C 2.637 1.657 0.737
N 1.375 1.399 1.024
C 0.866 1.776 2.215
C -0.517 1.528 2.459
N -1.207 0.888 1.480
C -2.540 0.732 1.623
C -3.217 1.203 2.729
C -2.524 1.803 3.766
C -1.125 1.957 3.667
H 1.654 3.243 5.188
H 3.659 3.148 3.602
H 4.528 2.439 1.381
H 2.989 1.386 -0.247
H -3.053 0.211 0.824
H -4.289 1.103 2.778
H -3.047 2.150 4.641

- charge of number 3 (C22H16IrN6O2Te4)?
  +1

Repeat the first record exactly.
Here is C2H5NO2P as an isolated structure from OMol25. Energies are from ωB97M-V/def2-TZVPD.

The value obtained for the LUMO energy (spin up / spin down) is 4.433 / 4.433 eV. As for the charge: -1. As for the frontier orbital gap (spin up / spin down): 6.3 / 6.3 eV. Its energy above the lowest of the compared OMol25 structures with the same formula, charge and spin is 639.34 kJ/mol. Its HOMO energy (spin up / spin down) is -0.0698 / -0.0698 Ha.

Atoms and positions in Å:
C 0.128 0.997 -0.520
C 0.020 -0.337 0.064
N 2.246 0.127 0.435
O 3.457 0.430 0.372
O 1.462 1.386 -0.475
P 1.485 -1.247 -0.509
H -0.025 0.897 -1.650
H -0.534 1.795 -0.018
H -0.020 -0.641 1.189
H -0.956 -0.686 -0.280
H 1.536 -2.033 0.621